Record 1
Molecular formula: C16H24N5O2RuS
Method: DFT, ωB97M-V/def2-TZVPD

HOMO level (alpha / beta)   -14.4 / -14.4 eV
Strongest force on any atom   4.1 eV Å⁻¹
Charge   +2
Multiplicity   2
Energy above the lowest of the compared OMol25 structures with the same formula, charge and spin   1.609 eV

Each line ends with the Mulliken charge.
Positions of all 49 atoms, in Å:
Ru 1.132 -0.027 0.908  0.62
N 3.365 -0.534 1.470  -0.51
C 3.888 0.617 2.218  -0.39
C 2.931 0.975 3.361  -0.80
N 1.567 1.284 2.893  0.12
C 1.264 2.696 2.608  -0.84
C 1.512 3.084 1.147  -0.41
N 0.713 2.228 0.263  -0.41
H 3.429 -1.382 2.039  0.28
H 3.914 -0.693 0.622  0.26
H 4.002 1.455 1.527  0.29
H 4.871 0.401 2.657  0.42
H 3.345 1.817 3.928  0.30
H 2.872 0.110 4.028  0.46
H 0.912 0.961 3.605  0.22
H 1.851 3.357 3.256  0.30
H 0.203 2.860 2.818  0.46
H 2.563 2.965 0.874  0.30
H 1.240 4.140 1.032  0.44
H 0.962 2.394 -0.712  0.24
H -0.286 2.425 0.378  0.26
C -3.457 0.869 -5.220  -1.40
C -2.425 0.231 -4.375  0.88
C -1.319 0.961 -3.922  -0.85
C -0.376 0.367 -3.109  -0.57
C -0.524 -0.965 -2.761  0.14
C -1.588 -1.724 -3.225  -0.48
C -2.534 -1.126 -4.033  -0.77
S 0.506 -1.626 -1.480  1.69
O 1.708 -0.802 -1.290  -0.79
O 0.645 -3.041 -1.496  -0.62
N -0.376 -1.126 -0.176  -0.36
C -1.026 -1.762 0.812  0.91
C -1.975 -2.787 0.673  -0.59
C -2.635 -3.223 1.804  -0.42
C -2.347 -2.634 3.031  -0.82
C -1.357 -1.660 3.096  -0.09
N -0.711 -1.236 2.024  -0.15
H -3.358 1.950 -5.229  0.38
H -4.460 0.590 -4.902  0.38
H -3.353 0.507 -6.246  0.33
H -1.220 1.999 -4.205  0.39
H 0.484 0.906 -2.742  0.58
H -1.652 -2.764 -2.949  0.55
H -3.374 -1.699 -4.399  0.45
H -2.181 -3.193 -0.305  0.38
H -3.377 -4.006 1.735  0.46
H -2.878 -2.922 3.923  0.41
H -1.087 -1.215 4.045  0.39


Record 2
Molecular formula: C4H4N2S
Method: DFT, ωB97M-V/def2-TZVPD

HOMO level   -8.9 eV
Strongest force on any atom   2.9 eV Å⁻¹
SMILES string   [H]/N=C1/C=CS/C1=N\[H]
Multiplicity   1
Energy above the lowest of the compared OMol25 structures with the same formula, charge and spin   1.522 eV

Each line ends with the Mulliken charge.
Positions of all 11 atoms, in Å:
H -0.436 -0.218 -2.562  0.25
N -0.808 0.239 -1.772  -0.67
C -0.397 0.121 -0.574  0.58
C -0.998 0.854 0.548  -0.62
C -0.505 0.490 1.737  -0.18
S 0.941 -0.544 1.619  -0.14
C 0.785 -0.688 -0.151  0.39
N 1.545 -1.087 -1.095  -0.59
H 2.418 -1.475 -0.761  0.25
H -1.856 1.542 0.265  0.31
H -0.690 0.767 2.748  0.41


Record 3
Molecular formula: C26H26N5PdS2Se
Method: DFT, ωB97M-V/def2-TZVPD

HOMO level (alpha / beta)   -10.2 / -10.6 eV
Strongest force on any atom   0.5 eV Å⁻¹
Charge   +1
Multiplicity   5
Energy above the lowest of the compared OMol25 structures with the same formula, charge and spin   0.095 eV

Each line ends with the Mulliken charge.
Positions of all 61 atoms, in Å:
Pd 0.992 0.733 -0.256  0.47
N 3.752 3.390 2.113  -0.44
C 2.733 2.942 1.345  0.56
S 1.718 1.700 2.024  -0.31
N 2.575 3.496 0.165  -1.53
N 1.521 2.919 -0.479  1.28
C 0.757 3.653 -1.186  -1.17
C -0.444 3.042 -1.754  1.12
C -1.275 3.735 -2.625  -0.93
C -2.403 3.104 -3.118  -0.29
C -2.670 1.801 -2.723  -0.90
C -1.793 1.183 -1.849  -0.02
N -0.711 1.786 -1.367  0.10
H 3.778 3.133 3.083  0.21
H 4.204 4.245 1.831  0.26
H 0.951 4.715 -1.310  0.30
H -1.028 4.748 -2.910  0.44
H -3.065 3.619 -3.800  0.48
H -3.541 1.271 -3.080  0.44
H -1.960 0.163 -1.523  0.34
C 4.272 0.203 -0.554  -1.02
C 3.743 -0.799 0.420  0.64
C 4.629 -1.603 1.169  -1.00
C 4.131 -2.481 2.084  -0.92
C 2.735 -2.572 2.268  1.18
C 2.155 -3.461 3.204  -0.71
C 0.794 -3.524 3.369  -0.78
C -0.031 -2.696 2.610  -0.53
C 0.491 -1.798 1.676  0.94
S -0.565 -0.786 0.819  -0.33
C 1.915 -1.740 1.486  -0.47
N 2.433 -0.883 0.573  0.57
H 5.353 0.133 -0.647  0.52
H 4.013 1.212 -0.220  0.06
H 3.820 0.057 -1.537  0.07
H 5.692 -1.504 1.007  0.50
H 4.790 -3.107 2.673  0.43
H 2.809 -4.093 3.791  0.42
H 0.360 -4.205 4.086  0.40
H -1.104 -2.730 2.740  0.49
C -0.320 2.606 -7.526  -1.64
C 0.035 1.816 -6.304  0.63
C -0.610 0.613 -6.018  -0.98
C -0.276 -0.153 -4.915  0.70
C -1.010 -1.439 -4.663  -1.71
C 0.728 0.323 -4.042  0.54
Se 1.086 -0.684 -2.505  0.07
C 1.410 1.526 -4.323  1.03
C 2.585 1.998 -3.520  -1.34
C 1.042 2.246 -5.450  -0.96
H -1.313 2.351 -7.891  0.39
H 0.392 2.401 -8.329  0.33
H -0.285 3.677 -7.328  0.39
H -1.395 0.264 -6.678  0.37
H -1.716 -1.631 -5.468  0.42
H -1.567 -1.413 -3.724  0.30
H -0.320 -2.283 -4.600  0.38
H 2.533 1.688 -2.478  -0.12
H 2.666 3.084 -3.552  0.43
H 3.507 1.588 -3.940  0.44
H 1.571 3.165 -5.674  0.45


Record 4
Molecular formula: C2H10CdN3
Method: DFT, ωB97M-V/def2-TZVPD

HOMO level (alpha / beta)   -0.8 / -0.8 eV
Strongest force on any atom   2.4 eV Å⁻¹
Charge   -1
Multiplicity   1
Energy above the lowest of the compared OMol25 structures with the same formula, charge and spin   1.316 eV

Each line ends with the Mulliken charge.
Positions of all 16 atoms, in Å:
C 2.558 1.020 0.798  -1.29
Cd 1.123 -0.310 0.083  0.17
N -1.410 -1.991 -0.300  -2.21
N -0.549 0.969 -1.394  -1.31
H -1.636 -1.351 0.480  0.00
H -0.404 -1.874 -0.536  0.19
H 3.262 0.548 1.477  0.30
H 1.873 1.638 1.345  0.17
H 3.015 1.545 -0.031  0.31
H -1.374 1.166 -0.830  0.32
H -0.873 0.564 -2.279  0.59
H -0.156 1.893 -1.634  0.27
H -2.016 -1.766 -1.094  1.06
H -1.566 -2.955 0.013  1.37
N -1.346 0.669 2.297  -0.60
C -0.500 0.236 1.604  -0.32


Record 5
Molecular formula: C2H4INS
Method: DFT, ωB97M-V/def2-TZVPD

HOMO level (alpha / beta)   -9.8 / -9.9 eV
Strongest force on any atom   3.8 eV Å⁻¹
Multiplicity   1
Energy above the lowest of the compared OMol25 structures with the same formula, charge and spin   2.098 eV

Each line ends with the Mulliken charge.
Positions of all 9 atoms, in Å:
C 0.064 -0.003 -0.091  0.73
C -0.996 -0.810 0.619  -1.29
N 0.779 -0.504 -1.018  -0.55
S -0.013 1.626 0.451  -0.17
I 2.752 2.750 -0.842  0.02
H -1.891 -0.378 0.792  0.44
H -0.647 -1.288 1.444  0.35
H -1.416 -1.671 0.058  0.32
H 1.367 0.277 -1.413  0.14


Record 6
Molecular formula: C16H28N3O2
Method: DFT, ωB97M-V/def2-TZVPD

HOMO level   -12.3 eV
Strongest force on any atom   1.3 eV Å⁻¹
Charge   +1
Multiplicity   1

Each line ends with the Mulliken charge.
Positions of all 49 atoms, in Å:
C 0.640 -4.079 1.023  -0.76
C 0.784 -2.753 0.986  -0.37
C 0.086 -1.863 1.985  -0.93
C -1.131 -1.067 1.397  0.69
C -1.384 0.004 2.394  -0.53
N -2.248 -0.387 3.261  0.02
C -2.784 -1.751 2.976  0.16
C -4.248 -1.827 3.409  -0.93
O -4.828 -3.078 3.191  -0.23
O -5.198 -3.135 1.807  -0.36
C -2.513 -1.747 1.461  -1.04
H -0.298 -4.563 1.277  0.23
H 1.483 -4.729 0.814  0.29
H 1.370 -2.260 0.215  0.28
H 0.831 -1.127 2.304  0.36
H -0.163 -2.427 2.881  0.47
H -0.864 -0.728 0.397  0.58
H -0.887 0.967 2.431  0.56
H -2.524 0.207 4.036  0.35
H -2.182 -2.538 3.433  0.22
H -4.802 -1.034 2.895  0.47
H -4.304 -1.660 4.488  0.41
H -4.726 -3.927 1.506  0.34
H -3.238 -1.018 1.084  0.30
H -2.648 -2.674 0.914  0.38
C 4.569 0.685 0.232  -1.24
C 3.395 1.658 0.240  -0.54
C 2.037 0.948 0.185  0.27
C 1.893 0.157 -1.037  0.08
N 1.791 -0.452 -2.004  -0.59
H 4.594 0.100 -0.688  0.34
H 5.512 1.225 0.303  0.38
H 4.517 -0.009 1.074  0.30
H 3.471 2.341 -0.604  0.26
H 3.428 2.266 1.145  0.40
H 1.228 1.680 0.205  0.42
H 1.935 0.283 1.047  -0.03
C -0.610 3.634 -4.923  -1.12
C 0.893 3.461 -5.103  -0.50
C 1.507 2.491 -4.086  -0.39
C 1.317 2.957 -2.714  0.30
N 1.167 3.332 -1.640  -0.52
H -0.846 4.065 -3.949  0.34
H -1.012 4.302 -5.683  0.33
H -1.129 2.677 -5.009  0.29
H 1.386 4.431 -5.022  0.30
H 1.101 3.081 -6.104  0.32
H 2.579 2.379 -4.257  0.33
H 1.054 1.501 -4.170  0.30


Number 4 is which compound? C2H10CdN3


Among the records above, which one has the highest strongest force on any atom? C16H24N5O2RuS


Copy entry 1 word for word.
Molecular formula: C16H24N5O2RuS
Method: DFT, ωB97M-V/def2-TZVPD

HOMO level (alpha / beta)   -14.4 / -14.4 eV
Strongest force on any atom   4.1 eV Å⁻¹
Charge   +2
Multiplicity   2
Energy above the lowest of the compared OMol25 structures with the same formula, charge and spin   1.609 eV

Each line ends with the Mulliken charge.
Positions of all 49 atoms, in Å:
Ru 1.132 -0.027 0.908  0.62
N 3.365 -0.534 1.470  -0.51
C 3.888 0.617 2.218  -0.39
C 2.931 0.975 3.361  -0.80
N 1.567 1.284 2.893  0.12
C 1.264 2.696 2.608  -0.84
C 1.512 3.084 1.147  -0.41
N 0.713 2.228 0.263  -0.41
H 3.429 -1.382 2.039  0.28
H 3.914 -0.693 0.622  0.26
H 4.002 1.455 1.527  0.29
H 4.871 0.401 2.657  0.42
H 3.345 1.817 3.928  0.30
H 2.872 0.110 4.028  0.46
H 0.912 0.961 3.605  0.22
H 1.851 3.357 3.256  0.30
H 0.203 2.860 2.818  0.46
H 2.563 2.965 0.874  0.30
H 1.240 4.140 1.032  0.44
H 0.962 2.394 -0.712  0.24
H -0.286 2.425 0.378  0.26
C -3.457 0.869 -5.220  -1.40
C -2.425 0.231 -4.375  0.88
C -1.319 0.961 -3.922  -0.85
C -0.376 0.367 -3.109  -0.57
C -0.524 -0.965 -2.761  0.14
C -1.588 -1.724 -3.225  -0.48
C -2.534 -1.126 -4.033  -0.77
S 0.506 -1.626 -1.480  1.69
O 1.708 -0.802 -1.290  -0.79
O 0.645 -3.041 -1.496  -0.62
N -0.376 -1.126 -0.176  -0.36
C -1.026 -1.762 0.812  0.91
C -1.975 -2.787 0.673  -0.59
C -2.635 -3.223 1.804  -0.42
C -2.347 -2.634 3.031  -0.82
C -1.357 -1.660 3.096  -0.09
N -0.711 -1.236 2.024  -0.15
H -3.358 1.950 -5.229  0.38
H -4.460 0.590 -4.902  0.38
H -3.353 0.507 -6.246  0.33
H -1.220 1.999 -4.205  0.39
H 0.484 0.906 -2.742  0.58
H -1.652 -2.764 -2.949  0.55
H -3.374 -1.699 -4.399  0.45
H -2.181 -3.193 -0.305  0.38
H -3.377 -4.006 1.735  0.46
H -2.878 -2.922 3.923  0.41
H -1.087 -1.215 4.045  0.39